No. 1
C30H24BrCl2N3O6Ti as an isolated structure. Source: the Open Molecules 2025 dataset; level of theory: ωB97M-V with the def2-TZVPD basis set.

CARTESIAN COORDINATES (ANGSTROEM)
Ti  -0.0524  0.8896  -0.0202
O  -4.3885  -2.2635  -1.3275
C  -4.6663  -1.0102  -1.7718
C  -5.9292  -0.7536  -2.2995
C  -6.2744  0.5241  -2.7041
C  -5.3617  1.5585  -2.6030
C  -4.0958  1.3006  -2.1050
C  -3.7311  0.0295  -1.7008
C  -2.3266  -0.2098  -1.1433
O  -1.6205  0.9254  -0.9888
N  -2.5056  -0.9460  0.1292
N  -1.2372  -1.0882  0.7586
C  -1.2730  -1.8837  1.8036
C  -0.2335  -2.1043  2.6983
Br  1.2285  -0.8101  2.6080
C  -0.1478  -3.0868  3.6780
C  -0.8883  -4.2867  3.7550
C  -0.9390  -4.9913  4.9858
C  -1.6629  -6.1494  5.1295
C  -2.3642  -6.6864  4.0536
C  -2.2836  -6.0448  2.8202
C  -1.5734  -4.8802  2.6687
H  -3.5633  -2.2134  -0.7989
H  -6.6428  -1.5638  -2.3566
H  -7.2669  0.7018  -3.0967
H  -5.6328  2.5629  -2.8965
H  -3.3573  2.0809  -1.9875
H  -1.7927  -0.9218  -1.8257
H  -3.0856  -0.3504  0.7355
H  -2.2205  -2.3780  2.0540
H  0.5705  -2.9161  4.4686
H  -0.4029  -4.5793  5.8318
H  -1.6975  -6.6490  6.0930
H  -2.9375  -7.5972  4.1609
H  -2.7856  -6.4740  1.9620
H  -1.4887  -4.4325  1.6910
Cl  2.8870  -6.7179  -1.6086
C  2.6393  -5.0295  -1.2856
C  3.7404  -4.2281  -1.0235
C  3.5391  -2.8838  -0.7751
C  2.2536  -2.3514  -0.8013
C  1.1638  -3.1794  -1.0596
C  1.3489  -4.5247  -1.3016
C  2.0170  -0.8908  -0.5207
O  2.9092  -0.1836  -0.0665
O  0.8335  -0.4832  -0.7965
H  4.7290  -4.6645  -1.0117
H  4.3597  -2.2198  -0.5460
H  0.1766  -2.7406  -1.0482
H  0.5103  -5.1768  -1.4934
Cl  3.4024  1.3840  -2.5501
C  1.9271  0.9086  -3.3355
C  2.0094  -0.0101  -4.3588
C  0.8661  -0.3876  -5.0497
C  -0.3427  0.2115  -4.7111
C  -0.4147  1.1199  -3.6840
C  0.7068  1.4712  -2.8919
C  0.5900  2.2842  -1.7324
H  2.9757  -0.4283  -4.6137
H  0.9235  -1.1289  -5.8375
H  -1.2446  -0.0388  -5.2625
H  -1.3681  1.5616  -3.4313
H  -0.2675  2.9604  -1.7309
H  1.5108  2.7607  -1.4003
O  -1.0463  1.5404  1.4909
N  -0.2595  2.5368  1.1350
O  0.9720  2.0633  0.9710

The energy relative to the best compared isomer or geometry (same formula, charge and spin) is 103.5 kJ/mol. The HOMO energy (spin up / spin down) comes out at -0.38 / -1.80 eV. As for the charge: -2. As for the spin multiplicity: 3.

Mulliken population analysis, charges in e, atoms 1 to 4: number 1, Ti, carries -0.72; number 2, O, carries -0.72; number 3, C, carries 0.43; number 4, C, carries -0.73

***

No. 2
One molecule with the formula F2H2NOP. Source: the Open Molecules 2025 dataset; level of theory: ωB97M-V with the def2-TZVPD basis set.

CARTESIAN COORDINATES (ANGSTROEM)
N  0.0052  1.6895  -0.3407
O  0.8786  -1.3453  -0.3234
F  -0.8501  0.1768  1.5235
F  -1.5978  -0.5155  -0.6103
P  -0.2672  0.2466  0.0356
H  0.9082  1.6351  -0.7916
H  0.9230  -1.8871  0.5068

The energy relative to the best compared isomer or geometry (same formula, charge and spin) is 222.4 kJ/mol. The HOMO energy (spin up / spin down) comes out at -7.28 / -10.55 eV. As for the charge: 0. As for the spin multiplicity: 3.

Mulliken population analysis, charges in e, atoms 1 to 4: number 1, N, carries -0.46; number 2, O, carries -0.32; number 3, F, carries -0.23; number 4, F, carries -0.27

***

No. 3
A 14-piece molecular cluster, C41H86Cl2N17O30 overall. Source: the Open Molecules 2025 dataset; level of theory: ωB97M-V with the def2-TZVPD basis set.

CARTESIAN COORDINATES (ANGSTROEM)
C  1.9529  -2.7766  -2.6415
O  2.1197  -1.4419  -2.1777
C  2.1955  -0.5118  -3.2443
C  2.8967  0.7967  -2.8281
C  3.5915  0.7735  -1.4619
C  2.7074  1.3640  -0.3785
C  3.3390  1.4274  1.0132
C  2.2912  1.7757  2.0664
C  1.8098  3.2241  1.9613
C  0.6040  3.4852  2.8880
C  -0.6104  3.9138  2.0438
C  -1.9481  3.7073  2.7511
N  -3.0315  3.6193  1.7554
C  -3.9754  2.7213  1.7751
N  -4.9778  2.6397  0.8607
C  -5.9945  1.6743  1.3978
C  -6.8540  1.2016  0.1730
O  -6.7421  -0.1423  -0.1773
C  -7.8728  -0.9284  0.1697
C  -6.9763  2.5571  2.1980
O  -6.3816  3.2082  3.3137
N  -6.2833  4.6044  3.0644
O  -5.3862  5.0666  3.6438
C  -5.0455  0.7209  2.1759
C  -5.7286  -0.1175  3.2624
C  -6.2117  0.5943  4.5064
C  -5.3457  1.2024  5.4215
C  -5.8441  1.7792  6.5919
C  -7.2167  1.7609  6.8732
C  -8.1098  1.1638  5.9774
C  -9.5870  1.0890  6.2483
C  -7.5853  0.5929  4.8092
C  -4.1748  -0.2563  1.2893
Cl  -4.8844  -1.9037  1.0804
C  -2.7218  -0.4848  1.7157
C  -1.7157  0.4871  1.0713
Cl  -2.4211  -0.6594  3.4704
N  -4.0748  1.7298  2.6903
H  1.2714  -3.3173  -1.9942
H  2.9224  -3.2771  -2.6632
H  1.5080  -2.7674  -3.6292
H  1.1763  -0.2751  -3.5653
H  2.7452  -0.9571  -4.0743
H  2.1362  1.5737  -2.7925
H  3.6158  1.0324  -3.6048
H  4.4753  1.4102  -1.5435
H  3.9510  -0.2107  -1.1755
H  1.7809  0.7876  -0.3199
H  2.4592  2.3876  -0.6568
H  4.1348  2.1738  1.0213
H  3.7956  0.4697  1.2626
H  2.7003  1.6174  3.0628
H  1.4171  1.1322  1.9543
H  2.6248  3.8854  2.2499
H  1.5360  3.4539  0.9350
H  0.8526  4.2735  3.5872
H  0.3383  2.5873  3.4448
H  -0.5829  3.3221  1.1272
H  -0.5230  4.9662  1.7757
H  -2.1280  4.5656  3.3924
H  -1.9332  2.8288  3.3853
H  -3.0497  4.3211  1.0288
H  -5.3443  3.5053  0.4872
H  -7.9035  1.4216  0.3848
H  -6.5874  1.8006  -0.6958
H  -8.1480  -0.7671  1.2158
H  -8.7269  -0.6657  -0.4557
H  -7.6212  -1.9705  0.0285
H  -7.8665  2.0137  2.5025
H  -7.3171  3.3305  1.5063
H  -6.5847  -0.5790  2.7839
H  -5.1039  -0.9357  3.5988
H  -4.2743  1.1941  5.2538
H  -5.1849  2.2269  7.3223
H  -7.5944  2.1797  7.7952
H  -9.7643  0.7475  7.2643
H  -10.0254  0.3428  5.5901
H  -10.0894  2.0326  6.0532
H  -8.2675  0.1064  4.1189
H  -4.1237  0.1295  0.2754
H  -2.4580  -1.4507  1.3098
H  -2.1955  1.1413  0.3480
H  -0.9662  -0.0805  0.5306
H  -1.2036  1.0344  1.8554
H  -4.2743  2.0818  3.6228
C  2.4597  -4.2289  3.1424
N  3.6209  -3.6772  3.8846
O  4.0549  -2.5899  3.5536
O  4.0621  -4.3519  4.7967
H  2.1731  -3.5126  2.3805
H  2.7604  -5.1682  2.7041
H  1.6624  -4.3704  3.8608
C  -1.5500  6.0626  7.0941
N  -0.9811  5.3171  5.9367
O  -0.2270  5.9099  5.1937
O  -1.3172  4.1531  5.8147
H  -1.1642  7.0746  7.0715
H  -2.6308  6.0478  6.9900
H  -1.2422  5.5420  7.9960
C  6.0784  0.5396  -6.3979
N  4.7524  1.1967  -6.5310
O  3.7570  0.5699  -6.2112
O  4.7391  2.3329  -6.9610
H  5.9323  -0.4621  -6.0104
H  6.5222  0.5136  -7.3863
H  6.6777  1.1402  -5.7218
C  1.9174  -7.7368  5.2295
N  1.5825  -8.0084  3.8026
O  1.7525  -7.1047  3.0011
O  1.1628  -9.1103  3.5322
H  2.2811  -6.7183  5.3108
H  1.0097  -7.8820  5.8075
H  2.6805  -8.4510  5.5230
C  4.5904  -1.7120  6.5825
N  3.9805  -0.5345  7.2616
O  3.2229  -0.7434  8.1925
O  4.2725  0.5614  6.8314
H  4.2376  -2.6115  7.0717
H  4.2779  -1.6850  5.5444
H  5.6689  -1.6194  6.6644
C  -2.2657  -4.1433  2.8784
N  -1.6711  -4.5013  4.1942
O  -0.4979  -4.2469  4.3924
O  -2.4197  -5.0082  5.0022
H  -1.5025  -3.6994  2.2484
H  -2.6641  -5.0495  2.4332
H  -3.0576  -3.4318  3.0929
C  -0.0617  -0.6973  6.4515
N  0.7489  0.5158  6.1438
O  0.9885  1.2836  7.0492
O  1.0968  0.6552  4.9849
H  -0.3120  -0.6918  7.5056
H  -0.9469  -0.6270  5.8272
H  0.5310  -1.5697  6.1933
C  4.3489  -1.3654  -10.2130
N  5.7267  -0.9337  -9.8420
O  5.9844  0.2548  -9.9158
O  6.4943  -1.7991  -9.4878
H  3.7794  -0.4908  -10.5040
H  4.4408  -2.0690  -11.0348
H  3.9157  -1.8455  -9.3405
C  5.8813  5.5262  -8.3332
N  7.2510  5.9680  -7.9434
O  7.5040  7.1523  -8.0194
O  8.0267  5.1066  -7.5763
H  5.3186  6.3997  -8.6401
H  5.9885  4.8202  -9.1511
H  5.4272  5.0464  -7.4713
C  -0.8557  -6.6129  -3.2353
N  -0.8240  -5.1466  -2.9807
O  -1.4359  -4.7125  -2.0240
O  -0.1713  -4.4734  -3.7544
H  -1.4632  -7.0878  -2.4741
H  -1.2773  -6.7575  -4.2250
H  0.1697  -6.9686  -3.2019
C  0.6175  1.1893  -7.2813
N  -0.0987  0.7481  -8.5098
O  -1.1222  1.3249  -8.8133
O  0.3994  -0.1729  -9.1301
H  0.0655  2.0074  -6.8341
H  0.6694  0.3364  -6.6113
H  1.6146  1.5021  -7.5753
C  9.3885  2.2147  -9.0160
N  8.9216  1.3809  -7.8774
O  8.8699  1.8951  -6.7786
O  8.6132  0.2314  -8.1278
H  9.6143  3.2074  -8.6439
H  10.2712  1.7347  -9.4276
H  8.5861  2.2414  -9.7477
C  0.5726  -5.0899  -7.5613
N  1.6210  -5.7913  -6.7690
O  2.7775  -5.4772  -6.9529
O  1.2339  -6.6330  -5.9816
H  1.0566  -4.3721  -8.2125
H  0.0384  -5.8431  -8.1324
H  -0.0894  -4.5982  -6.8543

The HOMO energy comes out at -10.86 eV. As for the charge: +1.

Mulliken population analysis, charges in e, atoms 1 to 4: number 1, C, carries -0.77; number 2, O, carries -0.24; number 3, C, carries -0.47; number 4, C, carries -0.56

***

Quick rundown of max |F|, same order as above: 0.0577; 0.1095; 0.0320 Eh/bohr